{
  "formula": "C37H32GaN9OSSe2Te2",
  "method": "wB97M-V/def2-TZVPD",
  "homo_ha": -0.24967,
  "multiplicity": 1,
  "energy_ha": -9659.18180,
  "e_above_lowest_kcal_mol": 20.4,
  "symbols": ["Ga", "C", "C", "C", "C", "C", "C", "C", "C", "S", "C", "N", "C", "C", "C", "C", "C", "C", "C", "C", "H", "H", "H", "H", "H", "H", "H", "H", "H", "H", "H", "H", "H", "H", "H", "H", "Se", "Te", "Te", "Se", "C", "N", "C", "N", "C", "N", "C", "C", "C", "C", "C", "C", "C", "N", "N", "C", "O", "C", "C", "C", "C", "C", "C", "N", "C", "N", "C", "N", "C", "H", "H", "H", "H", "H", "H", "H", "H", "H", "H", "H", "H", "H", "H", "H", "H"],
  "coordinates": [[-0.51, -0.06, 0.59], [-3.08, 1.03, 7.06], [-3.28, -0.08, 6.03], [-4.51, -0.92, 6.40], [-2.03, -0.99, 5.99], [-3.48, 0.60, 4.66], [-4.66, 1.39, 4.46], [-4.92, 2.05, 3.28], [-3.99, 1.94, 2.26], [-4.04, 2.64, 0.68], [-2.53, 1.93, 0.30], [-2.03, 1.21, 1.27], [-2.83, 1.18, 2.41], [-2.57, 0.49, 3.60], [-1.82, 1.93, -1.01], [-2.17, 2.74, -2.11], [-1.42, 2.69, -3.28], [-0.30, 1.89, -3.32], [0.04, 1.08, -2.23], [-0.72, 1.05, -1.07], [-2.85, 0.58, 8.03], [-3.97, 1.62, 7.21], [-2.29, 1.72, 6.80], [-4.38, -1.45, 7.36], [-4.74, -1.64, 5.59], [-5.41, -0.31, 6.48], [-1.95, -1.48, 6.96], [-1.11, -0.43, 5.78], [-2.09, -1.80, 5.24], [-5.35, 1.50, 5.29], [-5.81, 2.67, 3.21], [-1.66, -0.05, 3.71], [-3.01, 3.42, -2.07], [-1.70, 3.31, -4.10], [0.31, 1.84, -4.24], [0.94, 0.46, -2.35], [-3.96, -1.14, 0.20], [-2.67, -2.97, 1.23], [-3.88, -3.55, 3.42], [-0.15, -1.83, 2.07], [4.63, 1.78, 1.44], [3.17, 1.86, 1.40], [2.30, 0.84, 1.46], [1.10, 1.29, 1.18], [1.30, 2.62, 0.87], [2.54, 2.99, 0.99], [5.24, 0.86, 0.37], [6.52, 0.42, 0.64], [7.20, -0.40, -0.26], [6.58, -0.71, -1.46], [5.28, -0.25, -1.74], [4.59, 0.53, -0.81], [4.71, -0.58, -3.05], [5.40, -0.80, -4.11], [4.46, -1.04, -5.15], [3.29, -0.96, -4.59], [3.36, -0.65, -3.26], [1.98, -1.15, -5.23], [1.89, -0.87, -6.59], [0.71, -1.09, -7.28], [-0.37, -1.64, -6.61], [-0.29, -1.94, -5.26], [-1.51, -2.59, -4.60], [-1.36, -2.66, -3.17], [-1.53, -1.65, -2.31], [-0.85, -1.88, -1.22], [-0.24, -3.08, -1.45], [-0.51, -3.59, -2.64], [0.88, -1.67, -4.55], [4.97, 1.46, 2.43], [4.97, 2.81, 1.26], [2.55, -0.18, 1.74], [0.49, 3.28, 0.57], [6.98, 0.71, 1.58], [8.18, -0.80, -0.06], [7.09, -1.33, -2.19], [3.59, 0.86, -1.07], [2.75, -0.47, -7.14], [0.64, -0.86, -8.34], [-1.30, -1.85, -7.14], [-1.66, -3.60, -5.00], [-2.37, -1.99, -4.82], [-2.15, -0.78, -2.45], [0.38, -3.57, -0.70], [0.99, -1.94, -3.50]],
  "lowdin_charge": [0.107, -0.049, -0.545, -0.060, -0.069, -0.130, -0.018, -0.069, -0.469, 1.127, -0.575, -0.016, -0.310, 0.031, -0.224, -0.033, -0.081, -0.068, -0.110, -0.186, 0.085, 0.074, 0.082, 0.093, 0.015, 0.071, 0.083, 0.088, 0.032, 0.110, 0.115, 0.038, 0.108, 0.098, 0.110, 0.093, -0.063, 0.143, 0.075, 0.132, -0.065, -0.110, -0.128, 0.025, -0.154, 0.138, -0.194, -0.043, -0.046, -0.012, -0.128, 0.038, -0.297, 0.127, 0.131, -0.280, 0.125, -0.139, -0.028, -0.063, -0.038, -0.174, -0.069, -0.119, -0.197, -0.033, -0.223, 0.121, 0.033, 0.134, 0.135, 0.135, 0.134, 0.117, 0.111, 0.116, 0.122, 0.124, 0.112, 0.120, 0.140, 0.126, 0.126, 0.107, 0.112]
}



{
  "formula": "C37H33BrFeN6O3SeSi",
  "method": "wB97M-V/def2-TZVPD",
  "homo_ha": [-0.00755, -0.04374],
  "s2": 6.120,
  "total_charge": -2,
  "multiplicity": 5,
  "energy_ha": -8512.76147,
  "symbols": ["Fe", "O", "C", "N", "C", "O", "C", "C", "C", "C", "C", "N", "C", "C", "C", "C", "C", "N", "H", "H", "H", "H", "H", "H", "H", "H", "Br", "C", "C", "C", "C", "C", "C", "N", "N", "C", "C", "C", "C", "O", "C", "N", "C", "C", "C", "C", "H", "H", "H", "H", "H", "H", "H", "H", "H", "C", "Si", "C", "C", "Se", "H", "H", "H", "H", "H", "H", "H", "H", "H", "C", "C", "C", "C", "C", "C", "C", "H", "H", "H", "H", "H", "H", "H"],
  "coordinates": [[0.60, 0.30, 0.79], [2.51, -0.25, 4.42], [2.05, -0.34, 3.29], [0.92, 0.24, 2.78], [0.03, 0.86, 3.61], [0.09, 1.03, 4.82], [-1.21, 1.24, 2.86], [-2.21, 1.98, 3.48], [-3.40, 2.20, 2.82], [-3.54, 1.68, 1.53], [-2.49, 0.98, 0.97], [-1.34, 0.77, 1.60], [2.65, -1.27, 2.28], [3.72, -2.09, 2.62], [4.12, -3.08, 1.74], [3.40, -3.22, 0.55], [2.38, -2.34, 0.28], [2.01, -1.37, 1.11], [-2.03, 2.35, 4.48], [-4.20, 2.78, 3.26], [-4.46, 1.82, 0.97], [-2.55, 0.57, -0.03], [4.19, -1.94, 3.58], [4.94, -3.74, 1.97], [3.65, -4.01, -0.15], [1.79, -2.42, -0.63], [-8.20, -1.44, -0.33], [-6.80, -2.05, -1.48], [-6.87, -3.32, -2.04], [-5.86, -3.76, -2.86], [-4.74, -2.94, -3.15], [-4.72, -1.64, -2.57], [-5.73, -1.21, -1.76], [-3.84, -3.43, -4.02], [-2.69, -2.90, -4.27], [-1.90, -2.22, -3.43], [-1.03, -1.26, -3.99], [-0.26, -0.41, -3.23], [-0.24, -0.49, -1.82], [0.40, 0.35, -1.07], [-0.96, -1.57, -1.23], [-0.80, -1.72, 0.10], [-1.38, -2.72, 0.71], [-2.14, -3.67, 0.03], [-2.34, -3.54, -1.33], [-1.77, -2.45, -2.01], [-7.72, -3.95, -1.82], [-5.90, -4.74, -3.30], [-3.90, -0.97, -2.81], [-5.70, -0.21, -1.33], [-1.05, -1.15, -5.07], [0.33, 0.37, -3.70], [-1.19, -2.80, 1.77], [-2.57, -4.50, 0.57], [-2.90, -4.28, -1.87], [0.67, 5.87, -0.46], [0.10, 4.51, 0.78], [-1.72, 4.17, 0.29], [-0.04, 5.43, 2.47], [1.47, 2.74, 0.80], [0.09, 6.78, -0.34], [0.54, 5.53, -1.49], [1.72, 6.12, -0.33], [-2.28, 5.09, 0.15], [-2.21, 3.60, 1.07], [-1.78, 3.59, -0.63], [-0.59, 6.36, 2.34], [0.94, 5.68, 2.87], [-0.55, 4.82, 3.21], [3.76, 0.15, -0.96], [5.11, 0.10, -0.70], [5.92, -1.00, -1.09], [7.28, -0.99, -0.93], [7.91, 0.12, -0.38], [7.15, 1.20, 0.07], [5.78, 1.19, -0.06], [3.27, -0.65, -1.48], [3.17, 0.99, -0.66], [5.42, -1.86, -1.52], [7.87, -1.84, -1.24], [8.99, 0.14, -0.30], [7.65, 2.05, 0.52], [5.18, 2.01, 0.30]],
  "lowdin_charge": [0.384, 0.064, -0.430, 0.023, -0.450, 0.062, -0.182, -0.005, -0.071, -0.073, -0.109, 0.078, -0.156, 0.002, -0.061, -0.062, -0.132, 0.086, 0.115, 0.104, 0.106, 0.120, 0.112, 0.100, 0.101, 0.118, 0.600, -0.724, -0.179, -0.065, -0.349, -0.040, -0.161, -0.041, -0.019, -0.312, -0.060, -0.031, -0.376, -0.225, -0.178, 0.080, -0.152, -0.068, -0.013, -0.105, 0.082, 0.090, 0.102, 0.086, 0.091, 0.101, 0.103, 0.087, 0.107, -0.247, 0.091, -0.215, -0.235, 0.351, 0.007, 0.011, 0.004, 0.019, -0.024, 0.028, 0.008, 0.009, 0.004, 0.091, -0.296, -0.056, -0.119, -0.117, -0.106, -0.030, 0.064, 0.000, 0.102, 0.092, 0.085, 0.095, 0.110]
}



{
  "formula": "C37H33ClIrN2Si",
  "method": "wB97M-V/def2-TZVPD",
  "homo_ha": [-0.23427, -0.27215],
  "s2": 0.818,
  "multiplicity": 2,
  "energy_ha": -2393.11515,
  "symbols": ["Ir", "C", "C", "C", "C", "C", "C", "C", "C", "C", "C", "C", "C", "C", "C", "C", "H", "H", "H", "H", "H", "H", "H", "H", "H", "H", "C", "C", "C", "C", "C", "C", "N", "C", "C", "C", "C", "C", "C", "H", "H", "H", "H", "H", "H", "H", "H", "H", "H", "Cl", "C", "C", "C", "C", "N", "C", "H", "H", "H", "H", "C", "Si", "C", "C", "C", "C", "H", "H", "H", "H", "H", "H", "H", "H", "H"],
  "coordinates": [[0.25, -0.24, 0.45], [0.28, 1.65, 0.30], [0.43, 2.87, 0.44], [0.59, 4.23, 0.59], [-0.40, 4.95, 1.41], [-0.02, 5.98, 2.28], [-0.96, 6.60, 3.08], [-2.30, 6.22, 3.03], [-2.68, 5.19, 2.18], [-1.74, 4.55, 1.39], [1.75, 4.89, -0.01], [2.88, 4.16, -0.38], [3.97, 4.77, -0.96], [3.97, 6.14, -1.19], [2.85, 6.88, -0.85], [1.75, 6.27, -0.27], [1.02, 6.27, 2.35], [-0.65, 7.39, 3.76], [-3.03, 6.71, 3.66], [-3.71, 4.88, 2.13], [-2.03, 3.74, 0.74], [2.88, 3.09, -0.20], [4.84, 4.17, -1.23], [4.83, 6.62, -1.65], [2.83, 7.95, -1.05], [0.88, 6.86, -0.03], [-1.83, 2.72, 4.58], [-0.53, 2.39, 4.94], [0.17, 1.43, 4.22], [-0.41, 0.80, 3.13], [-1.71, 1.14, 2.76], [-2.41, 2.09, 3.49], [0.33, -0.14, 2.35], [1.11, -1.09, 3.05], [2.40, -1.42, 2.62], [3.13, -2.39, 3.29], [2.61, -3.04, 4.40], [1.33, -2.70, 4.83], [0.59, -1.75, 4.17], [-2.38, 3.47, 5.14], [-0.05, 2.89, 5.77], [1.19, 1.19, 4.50], [-2.16, 0.65, 1.91], [-3.42, 2.34, 3.19], [2.82, -0.89, 1.78], [4.14, -2.62, 2.95], [3.19, -3.79, 4.92], [0.91, -3.20, 5.69], [-0.41, -1.50, 4.50], [5.41, 0.31, -2.08], [4.00, -0.68, -1.97], [3.92, -1.88, -2.65], [2.76, -2.63, -2.52], [1.73, -2.15, -1.73], [1.83, -0.99, -1.07], [2.94, -0.26, -1.20], [4.75, -2.23, -3.25], [2.65, -3.57, -3.03], [0.81, -2.69, -1.60], [2.97, 0.69, -0.66], [-3.10, -4.40, -2.07], [-3.67, -2.97, -1.02], [-4.82, -1.89, -2.02], [-4.55, -3.61, 0.49], [-2.22, -1.98, -0.51], [-1.26, -1.32, -0.15], [-3.95, -5.01, -2.39], [-2.42, -5.05, -1.51], [-2.58, -4.06, -2.97], [-5.70, -2.45, -2.33], [-4.32, -1.51, -2.92], [-5.15, -1.03, -1.44], [-5.43, -4.20, 0.20], [-4.89, -2.79, 1.12], [-3.90, -4.25, 1.08]],
  "lowdin_charge": [1.249, -0.201, -0.118, -0.132, -0.180, -0.040, -0.081, -0.094, -0.096, -0.033, -0.175, -0.027, -0.083, -0.094, -0.083, -0.037, 0.115, 0.101, 0.099, 0.103, 0.118, 0.090, 0.098, 0.099, 0.102, 0.112, -0.095, -0.077, -0.026, -0.312, -0.044, -0.093, -0.165, -0.303, -0.050, -0.087, -0.095, -0.078, -0.022, 0.101, 0.102, 0.118, 0.096, 0.103, 0.087, 0.102, 0.099, 0.104, 0.121, 0.698, -0.642, -0.073, -0.037, -0.112, -0.060, -0.160, 0.114, 0.113, 0.103, 0.095, -0.195, 0.390, -0.190, -0.191, -0.207, -0.321, 0.030, 0.028, 0.028, 0.031, 0.031, 0.032, 0.030, 0.031, 0.031]
}